*one*
20
Properties=species:S:1:pos:R:3 method="wB97M-V/def2-TZVPD" homo_lumo_gap_ev=12.16 homo_energy_ev=-10.95 e_lumo_ev=1.2 multiplicity=1 smiles=CCC(C)CC
C -0.15202 -2.56297 -0.24500
C -0.83196 -1.23117 0.07022
C 0.10123 -0.02230 0.28608
C 1.30782 -0.00451 -0.65392
C -0.72615 1.26631 0.16681
C 0.00286 2.54630 0.56910
H 0.59956 -2.82832 0.50815
H -0.89071 -3.37137 -0.28067
H 0.34749 -2.53374 -1.21962
H -1.53611 -0.99729 -0.74129
H -1.44540 -1.34313 0.97481
H 0.49317 -0.07948 1.31429
H 1.96267 0.84581 -0.43432
H 1.91114 -0.91232 -0.54821
H 0.99531 0.07364 -1.70375
H -1.62983 1.15821 0.78266
H -1.07593 1.35466 -0.87283
H 0.83245 2.77461 -0.10887
H -0.67826 3.40399 0.55347
H 0.41268 2.46305 1.58287

---

*two*
20
Properties=species:S:1:pos:R:3 method="wB97M-V/def2-TZVPD" homo_lumo_gap_ev=4.75 homo_energy_ev=-6.46 e_lumo_ev=-1.7 multiplicity=1
C -2.21109 -0.61309 -0.62217
C -1.41111 0.68263 -0.22527
C -0.27796 0.44712 0.67664
C 1.06232 1.14436 0.37299
C 2.28646 0.15847 0.32917
C 1.96330 -1.04018 -0.58572
H -2.94630 -0.48326 -1.42297
H -2.85455 -0.87984 0.38385
H -1.55450 -1.48170 -0.69154
H -2.13732 1.30524 0.35124
H -1.26756 1.20037 -1.18371
H -0.53206 0.58848 1.72587
H -3.22273 -1.26864 1.19538
H 0.88688 1.78612 -0.49830
H 1.16428 1.88578 1.17693
H 2.35851 -0.19948 1.35206
H 3.16451 0.71556 0.03148
H 2.00995 -0.85192 -1.65786
H 2.58765 -1.91533 -0.41722
H 0.93131 -1.18068 -0.29087

---

*one* is preferred energetically. Next in line: 0.2771 hartree higher.

---

*one*
20
Properties=species:S:1:pos:R:3 method="wB97M-V/def2-TZVPD" homo_lumo_gap_ev=8.57 homo_energy_ev=-7.54 e_lumo_ev=1.0 multiplicity=1
C -0.58613 -0.49390 1.88741
C -0.07307 0.49416 0.87329
C 1.94744 -0.22813 0.57595
C -0.75658 0.46869 -0.48135
C -0.04554 1.37419 -1.48439
C -1.04450 -0.91477 -1.09264
H -1.62967 -0.23846 2.13320
H -0.60216 -1.53874 1.54008
H -0.02006 -0.44293 2.82020
H 1.05056 0.80213 0.92629
H 1.66022 -1.11847 0.03667
H 2.38581 -0.46701 1.55121
H 2.65520 0.37986 -0.00856
H -1.74116 0.92815 -0.26899
H 0.90870 0.93022 -1.79284
H 0.16247 2.35203 -1.03751
H -0.64732 1.52391 -2.38742
H -1.64684 -1.54825 -0.43173
H -1.59277 -0.81599 -2.03741
H -0.11149 -1.44891 -1.31062

---

*two*
20
Properties=species:S:1:pos:R:3 method="wB97M-V/def2-TZVPD" homo_lumo_gap_ev=10.39 homo_energy_ev=-9.28 e_lumo_ev=1.1 multiplicity=1 smiles=CC(C)C(C)C
C -1.80005 0.97321 -0.06279
C -0.73504 -0.09314 0.21945
C -0.98032 -1.36278 -0.55003
C 0.66854 0.47966 0.29216
C 1.53407 -0.43326 1.14577
C 1.28991 0.72883 -1.07959
H -1.51510 2.03269 -0.07490
H -2.64552 0.73597 -0.72148
H -1.93341 0.58980 0.97728
H -0.96161 -0.45655 1.39843
H -0.72733 -1.27611 -1.61092
H -2.04279 -1.63089 -0.47977
H -0.39328 -2.15039 -0.07826
H 0.57984 1.45259 0.80503
H 1.66156 -1.40906 0.66197
H 1.06952 -0.60163 2.12535
H 2.52177 0.00601 1.29445
H 0.65582 1.36831 -1.70498
H 2.26432 1.21655 -0.96720
H 1.45248 -0.21674 -1.60999

---

*two* is preferred energetically. Next in line: 0.0694 hartree higher.